1.
{
  "formula": "C23H40NO2OsP3",
  "method": "ωB97M-V/def2-TZVPD",
  "species": ["P", "C", "H", "H", "H", "C", "H", "H", "H", "C", "H", "H", "H", "P", "C", "H", "H", "H", "C", "H", "H", "H", "C", "H", "H", "H", "P", "C", "H", "H", "H", "C", "H", "H", "H", "C", "H", "H", "H", "Os", "C", "O", "C", "O", "C", "C", "C", "C", "C", "C", "H", "H", "H", "H", "H", "H", "C", "C", "C", "C", "N", "C", "C", "H", "H", "H", "H", "H", "H", "H"],
  "xyz": [[-0.128, 2.626, -1.340], [0.485, 3.222, 0.267], [0.918, 4.222, 0.119], [1.251, 2.551, 0.674], [-0.350, 3.294, 0.975], [1.003, 3.339, -2.544], [0.593, 3.243, -3.556], [1.975, 2.832, -2.491], [1.124, 4.397, -2.281], [-1.716, 3.513, -1.484], [-1.547, 4.446, -2.037], [-2.069, 3.739, -0.467], [-2.462, 2.897, -2.004], [-2.650, -2.141, 0.733], [-2.616, -1.858, 2.541], [-3.374, -2.504, 3.003], [-2.822, -0.801, 2.740], [-1.612, -2.102, 2.905], [-4.420, -1.827, 0.403], [-4.680, -2.186, -0.605], [-4.580, -0.734, 0.432], [-5.043, -2.309, 1.170], [-2.483, -3.952, 0.631], [-3.454, -4.427, 0.824], [-1.729, -4.265, 1.370], [-2.123, -4.197, -0.381], [2.932, -1.207, -0.244], [3.832, -0.942, 1.287], [4.878, -1.253, 1.152], [3.374, -1.535, 2.088], [3.805, 0.120, 1.557], [3.266, -2.855, -0.866], [4.237, -3.208, -0.474], [3.312, -2.879, -1.967], [2.484, -3.549, -0.523], [3.280, 0.102, -1.412], [4.323, 0.038, -1.762], [3.123, 1.071, -0.916], [2.598, 0.044, -2.270], [-0.667, 0.155, -1.839], [-1.310, 0.609, -0.097], [-1.707, 0.928, 0.975], [1.089, -0.962, 0.049], [0.609, -1.230, 1.130], [-0.603, -1.811, -2.599], [0.335, -1.032, -3.272], [-0.052, 0.170, -3.864], [-1.377, 0.596, -3.762], [-2.315, -0.205, -3.112], [-1.926, -1.406, -2.531], [-0.298, -2.731, -2.108], [1.367, -1.345, -3.291], [0.687, 0.825, -4.302], [-1.677, 1.562, -4.153], [-3.341, 0.132, -3.017], [-2.659, -2.002, -1.986], [3.942, 3.371, 5.369], [2.859, 2.532, 4.748], [1.680, 3.130, 4.297], [0.690, 2.319, 3.706], [0.830, 0.997, 3.570], [1.968, 0.427, 3.968], [3.009, 1.147, 4.571], [4.368, 4.073, 4.641], [3.569, 3.973, 6.209], [4.747, 2.729, 5.734], [1.517, 4.207, 4.351], [-0.224, 2.782, 3.313], [2.077, -0.648, 3.830], [3.907, 0.617, 4.886]],
  "mulliken_charge": [0.7890, -1.1240, 0.5436, 0.1915, 0.2917, -1.3545, 0.3770, 0.2849, 0.5471, -1.2477, 0.4645, 0.3946, 0.3111, 0.9315, -1.1650, 0.4978, 0.3656, 0.3294, -1.2920, 0.4451, 0.3692, 0.4977, -1.2208, 0.4493, 0.4162, 0.3579, 0.9766, -1.1425, 0.5090, 0.3610, 0.3752, -1.3721, 0.4615, 0.4228, 0.4519, -1.0886, 0.5223, 0.3079, 0.1999, 0.5903, 0.5360, -0.5788, 0.0096, -0.2933, -0.9163, -0.5496, -0.7968, -0.4997, -0.9049, -0.2990, 0.4448, 1.1444, 0.5532, 0.5970, 0.4530, 1.0929, -1.4141, 0.8858, -0.1942, -0.4047, -0.3166, -0.5595, -0.3090, 0.3561, 0.4004, 0.3846, 0.5015, 0.5534, 0.6391, 0.4586],
  "lumo_energy_ev": [-11.96, -15.32],
  "s_squared": 6.032,
  "largest_force_ev_per_a": 7.81,
  "total_energy_ev": -60373.92009,
  "charge": 4,
  "spin_multiplicity": 5,
  "orbital_gap_ev": [5.678, 5.030]
}



2.
{
  "formula": "C23H40NO2OsP3",
  "method": "ωB97M-V/def2-TZVPD",
  "species": ["P", "C", "H", "H", "H", "C", "H", "H", "H", "C", "H", "H", "H", "P", "C", "H", "H", "H", "C", "H", "H", "H", "C", "H", "H", "H", "P", "C", "H", "H", "H", "C", "H", "H", "H", "C", "H", "H", "H", "Os", "C", "O", "C", "O", "C", "C", "C", "C", "C", "C", "H", "H", "H", "H", "H", "H", "C", "C", "C", "C", "N", "C", "C", "H", "H", "H", "H", "H", "H", "H"],
  "xyz": [[-3.336, 0.764, 1.952], [-3.000, -0.311, 3.374], [-3.087, 0.282, 4.295], [-1.949, -0.623, 3.208], [-3.656, -1.196, 3.399], [-3.796, 2.384, 2.683], [-4.330, 2.975, 1.920], [-2.829, 2.872, 2.902], [-4.384, 2.237, 3.600], [-4.896, -0.004, 1.349], [-5.759, 0.209, 1.996], [-4.718, -1.092, 1.298], [-5.064, 0.368, 0.325], [2.140, -1.624, -4.567], [1.895, -2.538, -3.000], [1.873, -3.627, -3.149], [0.929, -2.210, -2.598], [2.666, -2.243, -2.268], [0.662, -2.336, -5.409], [0.201, -1.522, -5.993], [-0.063, -2.658, -4.643], [0.975, -3.176, -6.052], [3.469, -2.426, -5.499], [3.125, -3.303, -6.044], [4.319, -2.668, -4.850], [3.827, -1.681, -6.230], [2.016, 1.866, 1.358], [2.994, 0.891, 2.501], [3.666, 1.551, 3.087], [3.606, 0.173, 1.928], [2.324, 0.337, 3.181], [3.073, 2.922, 0.356], [3.888, 3.316, 0.988], [2.517, 3.771, -0.073], [3.528, 2.351, -0.469], [0.658, 2.754, 2.141], [1.053, 3.578, 2.755], [0.085, 2.085, 2.800], [-0.035, 3.167, 1.391], [-1.324, 1.430, -2.577], [-1.573, -0.241, -1.884], [-1.942, -1.207, -1.322], [1.215, 0.617, 0.320], [0.709, -0.309, -0.161], [-0.105, 2.992, -3.040], [-0.663, 3.192, -1.790], [-2.036, 3.037, -1.607], [-2.858, 2.704, -2.706], [-2.281, 2.498, -3.963], [-0.907, 2.623, -4.136], [0.961, 3.049, -3.118], [-0.037, 3.437, -0.934], [-2.465, 3.117, -0.605], [-3.913, 2.554, -2.551], [-2.948, 2.210, -4.768], [-0.464, 2.343, -5.047], [1.058, -3.197, 5.255], [1.137, -2.909, 3.781], [-0.024, -2.978, 2.998], [0.091, -2.790, 1.610], [1.272, -2.587, 1.029], [2.347, -2.352, 1.777], [2.346, -2.566, 3.166], [0.373, -2.504, 5.762], [0.684, -4.214, 5.440], [2.042, -3.109, 5.723], [-1.000, -3.203, 3.434], [-0.797, -2.816, 0.970], [3.240, -1.972, 1.270], [3.275, -2.461, 3.731]],
  "mulliken_charge": [0.9765, -0.9577, 0.4220, 0.1137, 0.4219, -1.1743, 0.4027, 0.3550, 0.4676, -1.2746, 0.4281, 0.4254, 0.3747, 0.4278, -0.7313, 0.4313, -0.0228, 0.3212, -0.9260, 0.3168, 0.2828, 0.3632, -1.0669, 0.3668, 0.3663, 0.3505, 0.7792, -1.0573, 0.5162, 0.3529, 0.3769, -1.2316, 0.4436, 0.3931, 0.4898, -1.1184, 0.4713, 0.3941, 0.3474, 0.0473, 0.9503, -0.5025, 0.3235, 0.1588, -0.7446, 0.2079, -0.2462, -0.5927, -0.6295, -0.7105, 0.4415, 0.4510, 0.4822, 0.4874, 0.4855, 0.5632, -1.4057, 0.9713, -0.5289, -0.4859, -0.3416, -0.7328, -0.7954, 0.3191, 0.3722, 0.3847, 0.6570, 0.5536, 0.7434, 0.4988],
  "lumo_energy_ev": [-14.89, -14.68],
  "s_squared": 6.237,
  "largest_force_ev_per_a": 8.64,
  "total_energy_ev": -60367.88939,
  "charge": 4,
  "spin_multiplicity": 5,
  "orbital_gap_ev": [2.629, 2.384]
}



3.
{
  "formula": "C23H41Br2FNSi",
  "method": "ωB97M-V/def2-TZVPD",
  "species": ["C", "Si", "C", "C", "C", "C", "C", "C", "C", "C", "C", "C", "C", "C", "C", "F", "N", "C", "C", "C", "C", "C", "C", "C", "H", "H", "H", "H", "H", "H", "H", "H", "H", "H", "H", "H", "H", "H", "H", "H", "H", "H", "H", "H", "H", "H", "H", "H", "H", "H", "H", "H", "H", "H", "H", "H", "H", "H", "H", "H", "H", "Br", "C", "C", "Br", "H", "H", "H", "H"],
  "xyz": [[-0.999, 2.349, 3.707], [-0.761, 0.882, 2.526], [0.371, -0.348, 3.409], [-0.040, 1.476, 0.877], [-0.439, 2.911, 0.452], [-1.599, 2.964, -0.559], [-1.115, 2.773, -2.035], [-1.811, 1.562, -2.716], [-0.824, 0.369, -2.821], [-1.515, -1.008, -2.732], [-0.643, -2.092, -3.405], [0.342, -2.840, -2.471], [0.963, -2.013, -1.315], [2.382, -1.413, -1.596], [2.720, -1.170, -3.052], [2.230, 0.022, -3.494], [2.301, -2.277, -3.972], [1.508, -3.367, -3.323], [-2.505, 0.215, 2.203], [-2.937, -0.110, 0.931], [-4.197, -0.562, 0.639], [-5.094, -0.691, 1.671], [-4.679, -0.400, 2.943], [-3.419, 0.048, 3.227], [-0.103, 2.967, 3.775], [-1.345, 1.969, 4.672], [-1.836, 2.925, 3.296], [0.021, -1.384, 3.403], [0.513, -0.011, 4.438], [1.349, -0.322, 2.895], [1.050, 1.491, 1.035], [-0.208, 0.759, 0.065], [-0.673, 3.582, 1.281], [0.432, 3.346, -0.052], [-2.056, 3.954, -0.466], [-2.392, 2.238, -0.367], [-0.033, 2.630, -1.983], [-1.376, 3.667, -2.602], [-2.047, 1.870, -3.739], [-2.732, 1.267, -2.208], [-0.316, 0.457, -3.785], [-0.055, 0.485, -2.052], [-1.717, -1.270, -1.688], [-2.492, -0.937, -3.215], [-0.182, -1.652, -4.297], [-1.329, -2.853, -3.798], [-0.100, -3.739, -2.043], [1.105, -2.706, -0.481], [0.332, -1.214, -0.932], [3.102, -2.156, -1.233], [2.537, -0.526, -0.984], [3.808, -1.071, -3.123], [3.161, -2.704, -4.323], [1.853, -1.863, -4.795], [1.110, -4.012, -4.110], [2.216, -3.961, -2.742], [-2.232, 0.006, 0.109], [-4.474, -0.774, -0.388], [-6.101, -1.021, 1.443], [-5.407, -0.504, 3.744], [-3.161, 0.265, 4.258], [3.146, 1.528, 3.229], [4.433, 0.758, 4.468], [5.640, 0.226, 3.745], [5.255, -1.469, 2.865], [3.906, -0.004, 5.036], [4.714, 1.572, 5.133], [6.442, 0.009, 4.447], [6.005, 0.902, 2.979]],
  "mulliken_charge": [-1.2525, 0.2125, -1.0952, 1.4901, -1.1803, -0.6797, -0.9517, -1.0438, -0.0768, -0.8630, -1.3042, 0.3713, 0.6994, -0.9097, -0.0202, -0.2690, -0.0416, -1.4830, 0.0909, 0.8094, -0.3852, -0.6360, -0.6602, -0.4036, 0.3377, 0.3881, 0.3614, 0.4214, 0.3087, 0.2200, 0.2609, -1.4921, 0.4947, 0.4410, 0.4698, 0.3108, 0.4383, 0.4201, 0.4755, 0.4425, 0.7026, -0.1228, -0.0161, 0.6822, 0.4656, 0.4693, 0.6271, 0.6142, -1.3687, 0.3964, 0.4199, 0.4050, 0.4569, 0.3799, 0.4735, 0.4798, -0.3161, 0.4391, 0.3883, 0.3704, 0.2950, -0.1019, -0.6116, -0.5639, -0.1487, 0.3751, 0.3720, 0.3569, 0.3645],
  "lumo_energy_ev": -3.19,
  "largest_force_ev_per_a": 2.34,
  "total_energy_ev": -176680.66468,
  "charge": 1,
  "orbital_gap_ev": 7.779
}



The records above give, respectively, ΔE to the lowest compared entry with this formula, charge and spin values of 1.120; 7.151; 0.759 eV.